Version 1
One molecule with the formula C24H34N4O4S, computed with ωB97M-V/def2-TZVPD.

Each line ends with the Löwdin charge.
Cartesian coordinates (Å):
C1 3.9618 -1.4654 -3.5279  -0.077
C2 3.0372 -2.5118 -4.1423  -0.247
N1 1.8420 -2.6638 -3.3466  -0.146
C3 1.9702 -3.4699 -2.1399  -0.172
C4 0.9893 -4.6325 -2.3043  -0.157
C5 -0.1287 -3.9769 -3.1069  -0.136
C6 0.6358 -3.0532 -4.0635  -0.298
C7 -0.1611 -1.7882 -4.4472  -0.118
N2 -0.2315 -0.8849 -3.3306  0.090
C8 0.5919 0.1715 -3.2352  -0.459
O1 1.2048 0.6622 -4.1715  0.033
C9 0.6825 0.7751 -1.8651  -0.018
C10 1.3919 1.9322 -1.7718  0.031
N3 1.6333 2.6082 -0.6327  -0.076
C11 2.3855 3.8409 -0.6760  -0.017
C12 1.1781 2.1012 0.5622  -0.128
C13 1.4276 2.7503 1.7822  0.012
C14 0.9659 2.2147 2.9627  -0.051
C15 0.2567 1.0201 2.9598  -0.253
S1 -0.3532 0.3552 4.5153  0.674
O2 0.2451 1.1230 5.5700  -0.281
O3 -0.1588 -1.0635 4.4825  -0.268
N4 -1.9717 0.6497 4.5231  -0.247
C16 -2.4421 1.9348 4.9649  -0.184
C17 -2.4683 2.9812 3.8462  -0.168
C18 -3.5330 2.7222 2.7827  -0.198
C19 -3.4434 1.3422 2.1291  -0.186
C20 -3.9401 0.2182 3.0402  -0.167
C21 -2.8829 -0.3373 4.0021  -0.191
C22 0.0094 0.3635 1.7815  0.009
C23 0.4509 0.8941 0.5656  -0.040
C24 0.1273 0.1680 -0.6743  -0.306
O4 -0.5594 -0.8528 -0.6497  0.037
H1 4.2384 -1.7424 -2.5135  0.066
H2 4.8657 -1.3666 -4.1241  0.069
H3 3.4490 -0.5082 -3.5015  0.055
H4 2.7408 -2.1688 -5.1358  0.117
H5 3.5789 -3.4690 -4.2583  0.117
H6 1.6862 -2.8614 -1.2721  0.113
H7 2.9991 -3.8100 -1.9993  0.114
H8 1.4492 -5.4361 -2.8832  0.111
H9 0.6518 -5.0347 -1.3515  0.108
H10 -0.7618 -3.3925 -2.4389  0.110
H11 -0.7496 -4.6924 -3.6435  0.114
H12 0.8777 -3.6005 -4.9899  0.146
H13 0.3454 -1.2557 -5.2552  0.116
H14 -1.1691 -2.0655 -4.7694  0.123
H15 -0.5802 -1.2558 -2.4494  0.095
H16 1.7946 2.3461 -2.6874  0.142
H17 1.7923 4.6675 -0.2803  0.102
H18 3.3060 3.7513 -0.0959  0.103
H19 2.6461 4.0631 -1.7082  0.097
H20 1.9865 3.6709 1.8090  0.105
H21 1.1539 2.6947 3.9102  0.119
H22 -3.4367 1.8175 5.4033  0.135
H23 -1.7516 2.2617 5.7460  0.111
H24 -2.6492 3.9601 4.2958  0.114
H25 -1.4837 3.0069 3.3754  0.094
H26 -4.5242 2.8385 3.2282  0.111
H27 -3.4325 3.4864 2.0077  0.108
H28 -4.0651 1.3545 1.2308  0.112
H29 -2.4173 1.1442 1.8155  0.095
H30 -4.7958 0.5859 3.6105  0.107
H31 -4.2922 -0.6159 2.4310  0.112
H32 -2.2599 -1.0804 3.5044  0.107
H33 -3.3916 -0.8416 4.8361  0.128
H34 -0.5141 -0.5800 1.7685  0.129

The value obtained for the LUMO energy is -0.14 eV. As for the structure (SMILES): CCN1CCC[C@H]1CNC(=O)c1cn(C)c2ccc(S(=O)(=O)N3CCCCCC3)cc2c1=O. Its HOMO-LUMO gap is 0.2899 Ha. Its total charge is 0.

=====

Version 2
One molecule with the formula C24H34N4O4S, computed with ωB97M-V/def2-TZVPD.

Each line ends with the Löwdin charge.
Cartesian coordinates (Å):
C1 -2.3054 -2.7721 -0.5390  -0.079
C2 -3.6169 -2.1859 -1.0534  -0.252
N1 -4.6032 -2.1223 0.0067  -0.143
C3 -5.3046 -3.3717 0.2656  -0.180
C4 -6.7150 -3.1844 -0.2985  -0.165
C5 -6.9819 -1.7209 0.0376  -0.139
C6 -5.6016 -1.0609 -0.1205  -0.297
C7 -5.3475 0.0133 0.9520  -0.123
N2 -4.0093 0.5340 0.8551  0.095
C8 -3.7135 1.6385 0.1579  -0.457
O1 -4.5455 2.3844 -0.3401  0.037
C9 -2.2482 1.9396 0.0411  -0.020
C10 -1.9323 3.1039 -0.5873  0.029
N3 -0.6829 3.5496 -0.8186  -0.077
C11 -0.4864 4.8123 -1.4926  -0.018
C12 0.3909 2.7959 -0.4046  -0.129
C13 1.7137 3.2108 -0.6320  0.011
C14 2.7682 2.4354 -0.2093  -0.032
C15 2.5320 1.2420 0.4605  -0.256
S1 3.9443 0.2657 0.9675  0.686
O2 3.5234 -0.6622 1.9787  -0.274
O3 5.0210 1.1602 1.2805  -0.285
N4 4.3162 -0.4684 -0.4864  -0.240
C16 3.3917 -1.4923 -0.9218  -0.182
C17 3.5040 -2.8184 -0.1620  -0.176
C18 4.5525 -3.7899 -0.7120  -0.200
C19 5.8631 -3.1472 -1.1804  -0.206
C20 6.3320 -1.9608 -0.3363  -0.168
C21 5.7167 -0.6360 -0.7954  -0.205
C22 1.2502 0.8188 0.7015  0.020
C23 0.1600 1.5780 0.2658  -0.037
C24 -1.1979 1.0687 0.5261  -0.302
O4 -1.3738 -0.0054 1.0972  0.034
H1 -2.4595 -3.7694 -0.1354  0.065
H2 -1.5819 -2.8323 -1.3492  0.069
H3 -1.9014 -2.1400 0.2466  0.049
H4 -3.4269 -1.1690 -1.4066  0.110
H5 -3.9769 -2.7783 -1.9141  0.118
H6 -5.3551 -3.5284 1.3492  0.118
H7 -4.7793 -4.2168 -0.1799  0.113
H8 -6.7086 -3.3308 -1.3803  0.109
H9 -7.4418 -3.8636 0.1423  0.106
H10 -7.3186 -1.6334 1.0715  0.111
H11 -7.7269 -1.2625 -0.6093  0.112
H12 -5.5231 -0.5775 -1.1034  0.149
H13 -6.0457 0.8427 0.8166  0.126
H14 -5.4745 -0.4252 1.9443  0.129
H15 -3.2450 -0.0772 1.1308  0.109
H16 -2.7511 3.7219 -0.9333  0.141
H17 0.0633 4.6702 -2.4251  0.102
H18 -1.4559 5.2473 -1.7237  0.097
H19 0.0642 5.5065 -0.8550  0.103
H20 1.9162 4.1394 -1.1389  0.104
H21 3.7898 2.7398 -0.3694  0.121
H22 2.3920 -1.0757 -0.7730  0.108
H23 3.5398 -1.6444 -1.9952  0.134
H24 3.7148 -2.5794 0.8796  0.089
H25 2.5321 -3.3153 -0.1868  0.114
H26 4.7706 -4.5190 0.0711  0.109
H27 4.1274 -4.3406 -1.5550  0.106
H28 6.6355 -3.9196 -1.1766  0.106
H29 5.7577 -2.8113 -2.2151  0.104
H30 6.1007 -2.1205 0.7171  0.121
H31 7.4159 -1.8643 -0.4295  0.113
H32 5.8387 -0.5288 -1.8802  0.128
H33 6.2218 0.1962 -0.3032  0.106
H34 1.0640 -0.0980 1.2406  0.131

The value obtained for the LUMO energy is -0.06 eV. As for the structure (SMILES): CCN1CCC[C@H]1CNC(=O)c1cn(C)c2ccc(S(=O)(=O)N3CCCCCC3)cc2c1=O. Its HOMO-LUMO gap is 0.2972 Ha. Its total charge is 0.

=====

Which is most stable, and by how much? version 1, by 0.115 eV.